(1)
Below is a cluster of 2 separate species, C7H5ClS2 in total, with properties calculated with the ωB97M-V functional and the def2-TZVPD basis.

Spin multiplicity: 1
Total charge: 0
Molecular weight, g mol⁻¹: 188.704
Maximum force, eV/A: 4.2
E_tot, eV: -41528.502
HOMO level (spin up / spin down), hartree: -0.31998 / -0.28063

Last columns: bonded neighbours and bond lengths (Å).
Cartesian coordinates (Å):
1 C -0.56 -0.58 0.18  C2 1.398, C3 1.397, H11 1.174
2 C 0.67 -0.94 -0.39  C1 1.398, C4 1.378, H12 1.032
3 C -0.67 0.66 0.81  C1 1.397, C5 1.355, H13 1.107
4 C 1.57 0.07 -0.67  C2 1.378, C6 1.409, H14 1.018
5 C 0.22 1.65 0.56  C3 1.355, C6 1.362, H15 1.052
6 C 1.24 1.39 -0.31  C4 1.409, C5 1.362, S9 1.749
7 C 3.43 1.58 2.44  S8 1.598, Cl10 1.578
8 S 3.00 0.11 2.00  C7 1.598
9 S 2.48 2.52 -0.79  C6 1.749
10 Cl 2.92 3.06 2.63  C7 1.578
11 H -1.42 -1.33 0.43  C1 1.174
12 H 0.78 -1.95 -0.55  C2 1.032
13 H -1.37 1.04 1.58  C3 1.107
14 H 2.49 -0.11 -1.07  C4 1.018
15 H 0.23 2.61 0.97  C5 1.052

=====

(2)
Below is a cluster of 2 separate species, C19H45N4O3S2 in total, with properties calculated with the ωB97M-V functional and the def2-TZVPD basis.

Spin multiplicity: 1
Total charge: +1
Molecular weight, g mol⁻¹: 441.728
Maximum force, eV/A: 4.7
Energy above the lowest of the compared OMol25 structures with the same formula, charge and spin, kcal/mol: 167.9
E_tot, eV: -54189.604
HOMO level, hartree: -0.38800

Last columns: bonded neighbours and bond lengths (Å).
Cartesian coordinates (Å):
1 C 0.30 1.60 8.36  O2 1.499, H20 1.193, H21 1.180, H22 1.193
2 O -0.85 0.65 8.51  C1 1.499, C3 1.472
3 C -0.82 -0.13 7.26  O2 1.472, C4 1.672, H23 1.180, H24 1.188
4 C -2.27 -0.88 6.91  C3 1.672, C5 1.642, H25 1.171, H26 1.193
5 C -2.30 -1.14 5.29  C4 1.642, C6 1.654, H27 1.183, H28 1.186
6 C -3.53 -0.36 4.51  C5 1.654, C7 1.644, H29 1.192, H30 1.189
7 C -3.03 0.90 3.57  C6 1.644, C8 1.658, H31 1.171, H32 1.190
8 C -2.82 0.51 1.98  C7 1.658, C9 1.652, H33 1.187, H34 1.170
9 C -1.45 -0.38 1.70  C8 1.652, N10 1.544, H35 1.170, H36 1.194
10 N -0.22 0.54 1.56  C9 1.544, C11 1.496, H37 1.036
11 C 0.51 0.22 0.29  N10 1.496, N12 1.544, N14 1.370
12 N -0.32 0.33 -1.01  C11 1.544, S13 1.746, H38 1.043
13 S -1.26 1.80 -1.05  N12 1.746, H39 1.404
14 N 1.83 -0.10 0.12  C11 1.370, S15 1.763, C16 1.508
15 S 2.52 -0.42 -1.47  N14 1.763, H40 1.415
16 C 2.75 -0.19 1.31  N14 1.508, C17 1.639, H41 1.191, H42 1.185
17 C 3.44 1.28 1.55  C16 1.639, C18 1.642, C19 1.664, H43 1.191
18 C 2.41 2.45 2.06  C17 1.642, H44 1.172, H45 1.185, H46 1.194
19 C 4.60 1.08 2.72  C17 1.664, H47 1.173, H48 1.190, H49 1.174
20 H 1.18 0.93 7.90  C1 1.193
21 H 0.61 2.05 9.41  C1 1.180
22 H 0.09 2.43 7.54  C1 1.193
23 H 0.05 -0.93 7.32  C3 1.180
24 H -0.50 0.63 6.40  C3 1.188
25 H -3.19 -0.29 7.32  C4 1.171
26 H -2.19 -1.95 7.44  C4 1.193
27 H -2.40 -2.30 5.06  C5 1.183
28 H -1.29 -0.70 4.86  C5 1.186
29 H -4.20 0.12 5.37  C6 1.192
30 H -4.25 -1.11 3.94  C6 1.189
31 H -2.08 1.36 4.07  C7 1.171
32 H -3.89 1.72 3.63  C7 1.190
33 H -3.75 -0.18 1.69  C8 1.187
34 H -2.87 1.48 1.33  C8 1.170
35 H -1.55 -1.15 0.82  C9 1.170
36 H -1.30 -1.04 2.68  C9 1.194
37 H 0.30 0.36 2.44  N10 1.036
38 H -0.89 -0.53 -1.16  N12 1.043
39 H -0.76 2.78 -0.17  S13 1.404
40 H 2.05 -1.70 -1.84  S15 1.415
41 H 3.62 -0.94 1.02  C16 1.191
42 H 2.26 -0.66 2.28  C16 1.185
43 H 3.96 1.58 0.51  C17 1.191
44 H 1.60 2.07 2.82  C18 1.172
45 H 1.85 2.99 1.17  C18 1.185
46 H 3.08 3.26 2.62  C18 1.194
47 H 4.33 1.74 3.65  C19 1.173
48 H 4.59 -0.06 3.08  C19 1.190
49 H 5.62 1.36 2.21  C19 1.174
50 C 2.28 0.52 -7.57  O51 1.422, H59 1.093, H60 1.091, H61 1.093
51 O 0.90 0.89 -7.57  C50 1.422, C52 1.434
52 C 0.13 0.20 -8.56  O51 1.434, C53 1.538, H62 1.096, H63 1.096
53 C -0.82 -0.81 -7.90  C52 1.538, N54 1.466, H64 1.095, H65 1.093
54 N -0.08 -1.95 -7.34  C53 1.466, C55 1.468, H66 1.012
55 C -0.88 -2.80 -6.45  N54 1.468, C56 1.543, H67 1.097, H68 1.095
56 C -1.47 -2.15 -5.18  C55 1.543, O57 1.428, H69 1.097, H70 1.096
57 O -0.49 -1.78 -4.21  C56 1.428, C58 1.421
58 C 0.13 -0.52 -4.45  O57 1.421, H71 1.094, H72 1.092, H73 1.096
59 H 2.82 1.23 -6.94  C50 1.093
60 H 2.41 -0.48 -7.16  C50 1.091
61 H 2.70 0.57 -8.58  C50 1.093
62 H 0.75 -0.27 -9.33  C52 1.096
63 H -0.48 0.97 -9.06  C52 1.096
64 H -1.53 -1.18 -8.65  C53 1.095
65 H -1.38 -0.28 -7.13  C53 1.093
66 H 0.71 -1.60 -6.81  N54 1.012
67 H -0.23 -3.62 -6.14  C55 1.097
68 H -1.70 -3.25 -7.03  C55 1.095
69 H -2.09 -2.91 -4.69  C56 1.097
70 H -2.14 -1.31 -5.40  C56 1.096
71 H -0.55 0.20 -4.91  C58 1.094
72 H 1.03 -0.66 -5.05  C58 1.092
73 H 0.45 -0.12 -3.48  C58 1.096